{"formula": "C27H45FN4O21", "method": "ωB97M-V/def2-TZVPD", "species": ["O", "C", "O", "C", "C", "F", "O", "H", "H", "H", "C", "N", "O", "O", "H", "H", "H", "C", "N", "O", "O", "H", "H", "H", "C", "N", "O", "O", "H", "H", "H", "C", "N", "O", "O", "H", "H", "H", "O", "C", "C", "C", "C", "O", "H", "H", "H", "H", "H", "H", "O", "C", "C", "C", "C", "O", "H", "H", "H", "H", "H", "H", "O", "C", "C", "C", "C", "O", "H", "H", "H", "H", "H", "H", "O", "C", "C", "C", "C", "O", "H", "H", "H", "H", "H", "H", "O", "C", "C", "C", "C", "O", "H", "H", "H", "H", "H", "H"], "xyz": [[7.56214, 11.48640, 13.33411], [7.76452, 12.49618, 13.91181], [7.48520, 12.74442, 15.21252], [7.88067, 14.07779, 15.57740], [8.66040, 14.54950, 14.34554], [10.01717, 14.39127, 14.69929], [8.38496, 13.63190, 13.38829], [7.04425, 14.73496, 15.85342], [8.61557, 14.04231, 16.39999], [8.54256, 15.55521, 13.99452], [14.76955, 16.87376, 15.94292], [13.42531, 16.31660, 15.56655], [13.32957, 15.11037, 15.54016], [12.53584, 17.12815, 15.30931], [14.59724, 17.86482, 16.34958], [15.41313, 16.83803, 15.08985], [15.18784, 16.15250, 16.66262], [7.33230, 10.26875, 16.98214], [8.76680, 10.53874, 16.67014], [9.45804, 9.69712, 16.08637], [9.20395, 11.59889, 17.09061], [7.29071, 9.62309, 17.87548], [6.90506, 9.67915, 16.12793], [6.88726, 11.25253, 17.14037], [12.37470, 7.60532, 14.14862], [12.59507, 8.28612, 12.86939], [13.55413, 9.07747, 12.85266], [11.92263, 7.97146, 11.91234], [11.39438, 7.13521, 14.06432], [12.39721, 8.39157, 14.91426], [13.13734, 6.84068, 14.32612], [18.19135, 14.33389, 14.80893], [18.60283, 14.34786, 16.25931], [19.74518, 14.63292, 16.52488], [17.81318, 13.95107, 17.08451], [17.30468, 14.96120, 14.74627], [17.95744, 13.29731, 14.62955], [18.92082, 14.71662, 14.15489], [14.49099, 10.82715, 20.59232], [14.00290, 11.73930, 19.94711], [14.51672, 13.14767, 19.64607], [13.59390, 13.63862, 18.58921], [12.36586, 12.84067, 18.91456], [12.80641, 11.55577, 19.39888], [14.29965, 13.81410, 20.49776], [15.57096, 13.17960, 19.43387], [13.31681, 14.70530, 18.63564], [13.91360, 13.32862, 17.58327], [11.76368, 13.30743, 19.72074], [11.72465, 12.62684, 18.06363], [13.89508, 6.84243, 17.24184], [14.62844, 7.76117, 17.49636], [15.31341, 8.02994, 18.78676], [16.42457, 8.98707, 18.39321], [15.78906, 9.75406, 17.18263], [14.82524, 8.79970, 16.62025], [14.60112, 8.50772, 19.49823], [15.68552, 7.12078, 19.22537], [16.69132, 9.60920, 19.24796], [17.28783, 8.43060, 18.04340], [15.29614, 10.64128, 17.54454], [16.42196, 10.00981, 16.33343], [12.38198, 12.89048, 7.44203], [12.21556, 11.81518, 8.00364], [12.20289, 10.41764, 7.38852], [11.69794, 9.57769, 8.58904], [12.10262, 10.36664, 9.76533], [12.08058, 11.73953, 9.36037], [11.61641, 10.48273, 6.45330], [13.21930, 10.18408, 7.02122], [10.65413, 9.26681, 8.54127], [12.26707, 8.64693, 8.66742], [11.48891, 10.29971, 10.62933], [13.15024, 10.14181, 9.99907], [15.43836, 16.03169, 13.05303], [14.67083, 15.96183, 12.12160], [13.65248, 17.05462, 11.68638], [12.77288, 16.37164, 10.60073], [13.55638, 15.13603, 10.25487], [14.48633, 14.85648, 11.38508], [13.11192, 17.36797, 12.57031], [14.16258, 17.95326, 11.36103], [11.82899, 16.15510, 11.05629], [12.55140, 16.96812, 9.72554], [12.94672, 14.22050, 10.16000], [14.20016, 15.23866, 9.39782], [16.12712, 12.00136, 14.56316], [14.88918, 11.94933, 14.49642], [14.02113, 12.36837, 13.28254], [12.61964, 11.94719, 13.63107], [12.70256, 11.67784, 15.21612], [14.10982, 11.60147, 15.52257], [14.17347, 13.37238, 13.01057], [14.41460, 11.75123, 12.45139], [11.88728, 12.68568, 13.40881], [12.31838, 10.99815, 13.17333], [12.27883, 12.58485, 15.72423], [12.17744, 10.72982, 15.48362]], "atomic_forces_ev_per_a": [[0.0, 0.4, 0.0], [0.7, 0.9, 0.5], [-0.4, 0.5, -0.1], [0.6, 0.4, 0.2], [1.1, -0.8, 1.6], [-0.4, 0.4, -0.4], [-0.8, -1.3, -1.3], [0.0, -0.6, -0.3], [-0.6, -0.2, -0.2], [-0.2, 0.4, -0.2], [-0.4, -0.8, 1.1], [0.2, 0.9, -0.2], [-0.4, 0.1, -0.2], [0.6, -0.9, 0.1], [0.2, 0.0, -0.1], [0.0, 0.2, -0.7], [-0.2, 0.5, -0.1], [-0.3, -1.0, -0.8], [1.4, -0.5, 0.0], [-1.3, 1.0, 0.6], [0.0, -0.3, -0.2], [0.2, 0.5, -0.3], [0.4, 0.8, 0.8], [-0.1, -0.5, -0.1], [-0.9, 0.0, 0.7], [2.2, 0.3, -0.2], [-1.4, -0.8, -0.4], [0.0, 0.4, -0.1], [0.1, 0.1, 0.2], [0.1, -0.5, -0.1], [0.0, 0.5, -0.1], [-1.3, 0.0, 1.3], [0.7, -0.5, -0.5], [0.6, 0.5, -0.1], [-0.8, 0.2, 0.0], [-0.2, -0.3, -0.1], [-0.3, -0.2, -0.3], [1.2, 0.4, -0.3], [0.2, 1.4, -0.7], [1.0, -1.7, 1.3], [-0.1, 0.3, 1.2], [-0.6, 0.0, -1.4], [-1.6, -0.4, 0.1], [-0.3, 0.8, -0.4], [0.4, -0.6, 0.3], [0.4, -0.1, -0.1], [0.5, -0.4, -0.2], [0.1, 0.5, 0.2], [0.2, -0.2, -0.4], [-0.1, 0.2, 0.0], [0.2, 0.1, -0.4], [-1.2, 0.5, -0.4], [0.2, 0.6, 0.4], [-0.2, 0.5, -0.6], [0.2, -1.1, 0.5], [0.2, -0.4, 0.9], [0.3, -0.3, -0.5], [0.0, -0.4, 0.2], [0.1, 0.2, -0.4], [0.2, -0.1, 0.1], [-0.5, 0.2, -0.1], [0.3, 0.1, 0.4], [-0.5, -1.8, 0.9], [0.8, 1.9, -0.4], [-0.4, 0.7, 0.0], [0.5, -1.9, -1.6], [1.1, 1.0, 0.3], [-0.1, 0.6, -1.1], [-0.1, -0.3, 0.7], [-0.3, 0.0, 0.6], [-0.1, 0.5, 0.0], [-0.2, -0.1, -0.3], [-0.4, -0.3, 0.7], [-0.2, -0.1, 0.4], [-0.2, -0.2, -0.6], [-1.0, 0.6, 0.1], [0.4, -0.5, -0.4], [0.6, 0.7, 1.0], [0.3, -1.6, 0.7], [-0.3, 0.8, -0.4], [-0.3, -0.1, 0.2], [0.3, 0.0, -0.3], [-0.6, -0.5, 0.2], [0.2, 0.2, -0.1], [0.3, 0.5, -0.1], [0.0, 0.1, -0.4], [-3.0, -0.5, 0.1], [2.0, 1.3, -0.8], [1.0, -2.8, 0.1], [0.1, -1.1, 1.8], [-0.7, 0.9, -1.4], [-0.2, -0.3, 0.2], [0.2, 1.2, 0.0], [-0.1, 0.4, 0.2], [-0.6, 0.6, -0.1], [0.2, 0.4, -0.1], [0.3, -1.1, -0.1], [0.6, 0.9, 0.1]], "largest_force_ev_per_a": 3.1, "energy_ev": -80394.12148, "multiplicity": 1, "gap_ev": 9.59, "smiles": "O=C1OC[C@@H](F)O1.C[N+](=O)[O-].C[N+](=O)[O-].C[N+](=O)[O-].C[N+](=O)[O-].O=C1CCCO1.O=C1CCCO1.O=C1CCCO1.O=C1CCCO1.O=C1CCCO1"}

{"formula": "C52H45ClN9O6P2Se2V", "method": "ωB97M-V/def2-TZVPD", "species": ["V", "O", "C", "C", "C", "C", "C", "C", "C", "O", "N", "N", "C", "C", "C", "C", "C", "C", "N", "H", "H", "H", "H", "H", "H", "H", "H", "H", "H", "Se", "P", "C", "C", "C", "C", "C", "C", "C", "C", "C", "C", "C", "C", "C", "C", "N", "N", "N", "P", "Se", "C", "C", "C", "C", "C", "C", "C", "C", "C", "C", "C", "C", "H", "H", "H", "H", "H", "H", "H", "H", "H", "H", "H", "H", "H", "H", "H", "H", "H", "H", "H", "H", "C", "N", "C", "C", "O", "N", "C", "N", "H", "H", "H", "H", "H", "H", "H", "C", "C", "C", "C", "Cl", "C", "C", "C", "O", "C", "C", "O", "O", "H", "H", "H", "H", "H", "H", "H", "H"], "xyz": [[-0.50331, 1.32575, 1.30803], [-2.15871, -2.35065, 3.72963], [-3.13491, -1.67305, 4.34913], [-3.74771, -2.25495, 5.46193], [-4.77351, -1.60775, 6.12053], [-5.19771, -0.35635, 5.69153], [-4.57891, 0.24725, 4.61243], [-3.55511, -0.39745, 3.92203], [-2.90191, 0.20405, 2.74083], [-2.28801, -0.51725, 1.91893], [-3.05581, 1.52655, 2.56793], [-2.26441, 2.03005, 1.66043], [-2.48451, 3.23325, 1.18903], [-1.50131, 3.70795, 0.29443], [-1.50861, 4.95835, -0.34217], [-0.49561, 5.27615, -1.21357], [0.51799, 4.33895, -1.43587], [0.48199, 3.14565, -0.74937], [-0.49611, 2.81385, 0.08973], [-1.88341, -1.80035, 2.95023], [-3.40191, -3.23115, 5.77333], [-5.24081, -2.08505, 6.97293], [-6.00661, 0.14765, 6.19963], [-4.88591, 1.22635, 4.27823], [-3.34701, 3.81565, 1.49863], [-2.30781, 5.65075, -0.12447], [-0.47791, 6.23355, -1.71207], [1.32319, 4.56335, -2.11847], [1.27939, 2.42015, -0.85877], [-0.82631, -4.78465, -2.25377], [0.38079, -3.13205, -2.67587], [0.42439, -2.69535, -4.44737], [1.27119, -1.69605, -4.92777], [1.37159, -1.47255, -6.28477], [0.66859, -2.26315, -7.18317], [-0.12871, -3.29415, -6.70747], [-0.25031, -3.51145, -5.35107], [2.15449, -3.39005, -2.33657], [2.64489, -4.68775, -2.36317], [3.98909, -4.93595, -2.17147], [4.86629, -3.88215, -1.96727], [4.38349, -2.58175, -1.96077], [3.03779, -2.33015, -2.14147], [0.05609, -1.75125, -1.55507], [-0.73371, -0.59475, -1.39667], [-0.49651, -0.12015, -0.15877], [0.34039, -0.98205, 0.36963], [0.70679, -1.94685, -0.40947], [-1.52601, 0.30145, -2.72877], [-2.97041, 1.72795, -2.24247], [-2.20281, -1.05295, -3.75267], [-2.90901, -2.05315, -3.08907], [-3.56871, -3.02695, -3.81717], [-3.54551, -3.00425, -5.20267], [-2.86861, -1.99125, -5.86447], [-2.20881, -1.01305, -5.14197], [-0.10191, 1.06905, -3.59317], [-0.36911, 1.86675, -4.70107], [0.65889, 2.50745, -5.36757], [1.96509, 2.36805, -4.92597], [2.23559, 1.59675, -3.80917], [1.20629, 0.96455, -3.13347], [1.84919, -1.10075, -4.23927], [2.01319, -0.68195, -6.64327], [0.75109, -2.08545, -8.24557], [-0.66011, -3.92995, -7.39937], [-0.87521, -4.30745, -4.96987], [1.94889, -5.50025, -2.51697], [4.35079, -5.95295, -2.17967], [5.91859, -4.07435, -1.81177], [5.05879, -1.75195, -1.80897], [2.67469, -1.31435, -2.10187], [-2.93461, -2.07565, -2.00687], [-4.10131, -3.80845, -3.29897], [-4.04521, -3.77965, -5.76907], [-2.85381, -1.95895, -6.94607], [-1.66241, -0.24015, -5.66187], [-1.39591, 2.00165, -5.01437], [0.44239, 3.11725, -6.23527], [2.76859, 2.87255, -5.44607], [3.25599, 1.47695, -3.47187], [1.43319, 0.39635, -2.24177], [4.74799, -0.94445, 1.63563], [3.40059, -0.46785, 1.76223], [2.30729, -1.41165, 1.88543], [1.06389, -0.50835, 1.60143], [0.23339, -0.29985, 2.56193], [1.64179, 0.73125, 1.07423], [2.91259, 0.70855, 1.25523], [3.71119, 1.77515, 0.95123], [5.08839, -1.35325, 2.59063], [5.40639, -0.12735, 1.34403], [4.80469, -1.73655, 0.87923], [2.25389, -1.81455, 2.89933], [2.39059, -2.22695, 1.15923], [3.15009, 2.63285, 1.03823], [4.56229, 1.82075, 1.49203], [0.52519, 0.16925, 5.63583], [-0.30351, 1.37975, 5.91483], [-1.59621, 1.21625, 6.39863], [-2.36361, 2.31045, 6.75083], [-3.93361, 2.07495, 7.43403], [-1.87661, 3.59675, 6.61753], [-0.60671, 3.77115, 6.10543], [0.18739, 2.68195, 5.75183], [1.48409, 2.99595, 5.40923], [2.05019, 2.56965, 4.18673], [1.20329, 2.85065, 2.90703], [1.77199, 3.43785, 1.97623], [0.02539, 2.43655, 2.91053], [0.12669, -0.69395, 6.16233], [1.55779, 0.32425, 5.94563], [0.49629, -0.04885, 4.56563], [-2.00351, 0.22425, 6.52163], [-2.47811, 4.44435, 6.90873], [-0.19501, 4.76405, 5.99233], [2.26289, 1.49105, 4.18543], [2.99319, 3.12435, 4.11543]], "atomic_forces_ev_per_a": [[1.5, -0.7, 1.3], [0.2, -0.1, 0.0], [-0.2, 0.2, 0.0], [0.2, -0.1, -0.1], [0.0, 0.1, -0.1], [-0.2, 0.0, 0.0], [0.0, -0.2, 0.0], [0.0, -0.2, 0.2], [-0.1, 0.5, -0.9], [-0.1, -0.3, 0.2], [-1.4, -0.1, 1.4], [-1.2, 1.0, -0.6], [-0.7, -0.3, 0.7], [0.5, 0.2, -0.5], [0.0, -0.2, 0.2], [0.0, -0.3, 0.1], [-0.1, 0.1, 0.0], [0.4, 0.3, -0.5], [-0.1, 1.9, -1.2], [-0.1, 0.0, 0.0], [0.0, -0.1, 0.0], [0.0, 0.0, 0.0], [0.0, 0.1, 0.1], [0.0, 0.1, -0.1], [0.0, -0.1, 0.0], [-0.1, 0.0, 0.0], [0.0, 0.1, -0.1], [0.1, -0.1, 0.0], [-0.1, 0.0, 0.1], [0.0, -0.3, 0.1], [0.1, -0.2, -0.2], [0.1, -0.2, 0.0], [-0.2, -0.2, 0.3], [0.1, 0.2, -0.2], [-0.1, -0.1, 0.1], [0.2, 0.1, -0.3], [0.1, 0.0, 0.5], [0.1, -0.1, -0.1], [-0.4, 0.1, 0.0], [0.3, 0.0, 0.0], [-0.1, -0.1, 0.0], [0.2, 0.1, 0.0], [-0.1, -0.2, 0.0], [-0.1, 0.0, 0.1], [0.3, 0.0, -0.1], [-0.2, -1.1, -1.3], [-0.2, -0.9, -0.9], [0.1, -0.2, 0.2], [-0.3, 0.4, -0.2], [-0.1, -0.1, 0.0], [-0.1, 0.2, 0.2], [0.1, 0.1, 0.0], [-0.1, -0.1, -0.1], [0.0, 0.0, 0.0], [-0.1, 0.2, 0.0], [0.1, 0.1, 0.0], [-0.2, -0.2, 0.2], [-0.1, 0.0, 0.0], [0.0, 0.0, -0.1], [0.1, 0.0, -0.1], [0.2, 0.1, 0.0], [-0.1, 0.0, 0.0], [0.0, 0.0, -0.1], [0.1, 0.1, -0.1], [0.0, 0.0, -0.1], [-0.1, -0.1, -0.1], [0.0, 0.0, 0.0], [0.0, -0.1, 0.0], [0.1, -0.1, 0.0], [0.1, 0.0, 0.0], [0.1, 0.1, 0.0], [0.0, 0.1, 0.0], [0.0, 0.0, 0.0], [0.0, -0.1, 0.1], [-0.1, 0.0, 0.0], [0.0, 0.0, 0.0], [0.0, 0.1, -0.1], [0.0, 0.1, 0.0], [0.0, 0.0, 0.0], [0.0, 0.0, 0.0], [0.0, 0.1, 0.1], [0.0, 0.0, 0.0], [0.0, 0.0, 0.1], [0.1, 0.2, 0.0], [-0.3, -0.2, 0.0], [1.7, -0.9, 0.8], [-0.3, 0.0, 0.2], [-0.2, 0.4, -0.1], [0.0, -0.2, -0.1], [0.2, -0.1, 0.0], [0.1, 0.0, -0.1], [0.1, -0.1, 0.0], [0.1, 0.0, 0.0], [-0.2, 0.0, -0.1], [0.1, 0.0, 0.1], [0.1, -0.1, 0.1], [0.0, 0.0, 0.0], [0.0, 0.0, -0.2], [0.2, 0.2, 0.1], [0.0, 0.3, 0.0], [0.3, 0.1, -0.1], [-0.3, 0.1, 0.3], [0.0, -0.1, 0.0], [0.3, -0.2, -0.1], [-0.4, 0.2, 0.3], [-0.2, -0.1, 0.2], [0.0, 0.0, -0.7], [1.1, 0.8, 0.7], [0.3, 0.3, -0.1], [-0.5, -0.1, 0.5], [0.0, -0.1, 0.1], [0.1, 0.0, 0.0], [0.1, -0.1, 0.0], [0.0, -0.2, 0.0], [-0.1, 0.0, 0.0], [0.0, 0.0, 0.0], [0.0, 0.1, 0.0], [-0.2, -0.2, -0.1]], "largest_force_ev_per_a": 2.2, "s_squared": 3.767, "energy_ev": -267835.94122, "multiplicity": 4, "e_above_lowest_ev": 1.162, "gap_ev": [5.58, 6.40], "charge": -1}